DFT (wB97M-V/def2-TZVPD) results for 2 unconnected molecules or ions with the total composition C2H9NO in a non-equilibrium geometry.

Values from the calculation:
energy above the lowest of the compared OMol25 structures with the same formula, charge and spin	52.67	kcal/mol
gap between HOMO and LUMO (alpha / beta)	9.82 / 3.75	eV
total charge	+1
E_HOMO (alpha / beta)	-13.565 / -13.471	eV
multiplicity	2

Each line ends with the Löwdin charge.
Positions of all 13 atoms, in Å:
C -0.68812 -0.25011 0.80654  0.081
N 2.97951 0.58103 0.64136  0.010
H -1.59131 -0.56885 1.28308  0.126
H 0.15624 0.17511 1.34813  0.104
H -0.45331 -1.17257 0.30723  0.099
H 2.28768 0.22785 0.00325  -0.031
H 3.31468 -0.31208 1.05505  0.036
H 2.53513 1.22642 1.32807  0.030
C -1.73077 -0.05326 -1.45909  0.070
O -1.15496 0.70950 -0.27836  0.045
H -2.76431 -0.49211 -1.13294  0.171
H -0.95830 -0.79807 -1.59146  0.099
H -1.93216 0.72714 -2.31085  0.159

Forces on atoms 1 to 3 (eV/Å):
0.0 0.8 -2.1
-0.2 -0.7 0.8
-0.8 0.6 1.1